Molecular formula: H18O9
Method: DFT, ωB97M-V/def2-TZVPD

As for the SMILES: O.O.O.O.O.O.O.O.O. Its gap between HOMO and LUMO is 11.30 eV. The LUMO energy comes out at 0.08 eV. The HOMO energy comes out at -11.22 eV.

ORCA input file:
```
! RIJCOSX wB97M-V def2-TZVPD def2/J DEFGRID3
* xyz 0 1
O -1.50411 2.90648 3.34486
H -1.20797 2.30023 2.66589
H -2.35161 3.22236 3.03150
O 3.08757 1.57992 -2.25284
H 2.95836 2.51806 -2.39217
H 2.26504 1.27914 -1.86658
O 2.74828 -1.18289 -0.21984
H 3.36914 -0.46165 -0.11701
H 3.21888 -1.95222 0.10096
O -0.44235 0.09062 2.72211
H -0.39477 -0.81163 2.40602
H -1.19259 0.09742 3.31652
O -3.35973 0.12626 1.73938
H -4.10715 -0.10788 1.18913
H -2.59706 -0.00147 1.17524
O 1.75509 -3.18124 -2.13818
H 0.81339 -3.32720 -2.22837
H 1.82588 -2.42017 -1.56200
O -2.20840 -1.20343 -0.56043
H -1.32225 -0.85963 -0.44737
H -2.38954 -1.09757 -1.49435
O 0.44018 0.56019 -2.62305
H 0.01247 1.28221 -3.08348
H -0.06228 0.45998 -1.81452
O -0.08614 0.06092 0.12101
H -0.08996 0.30673 1.04610
H 0.82169 -0.18367 -0.05856
*
```

=====

Molecular formula: Cl2HNS2
Method: DFT, ωB97M-V/def2-TZVPD

Its gap between HOMO and LUMO (spin up / spin down) is 7.68 / 7.68 eV. The LUMO energy (spin up / spin down) comes out at -1.37 / -1.37 eV. The HOMO energy (spin up / spin down) comes out at -9.06 / -9.06 eV.

ORCA input file:
```
! RIJCOSX wB97M-V def2-TZVPD def2/J DEFGRID3
* xyz 0 1
N -0.08984 -0.67439 -0.09345
S 1.48486 0.73167 -0.81818
S -1.16831 -0.20572 0.98349
Cl 2.56028 0.46351 0.84885
Cl -2.63887 0.78142 0.03089
H -0.14811 -1.09649 -0.95161
*
```

=====

Molecular formula: C6H15Cl2NSi
Method: DFT, ωB97M-V/def2-TZVPD

Its gap between HOMO and LUMO is 8.11 eV. The LUMO energy comes out at 0.21 eV. The HOMO energy comes out at -7.91 eV.

ORCA input file:
```
! RIJCOSX wB97M-V def2-TZVPD def2/J DEFGRID3
* xyz 0 1
C 0.84160 2.16143 -0.36223
C 1.44831 -2.07549 -1.02065
C -2.16716 0.35405 2.81309
C 1.50035 0.96296 -1.00581
C 0.87317 -1.14767 -2.19786
C -1.10967 -0.16761 1.92861
N 0.45094 0.15727 -1.65011
Si -1.42907 -0.27448 0.06414
Cl -2.72000 1.11291 -0.56046
Cl -2.27478 -2.02034 -0.57815
H 1.69548 2.88341 -0.17366
H 0.08132 2.51589 -1.12504
H 0.34246 2.06624 0.61027
H 0.72746 -2.14224 -0.15873
H 1.78226 -3.03845 -1.48975
H 2.31731 -1.46660 -0.64679
H -2.92576 0.79910 2.24888
H -2.70405 -0.41320 3.39054
H -1.74759 0.99774 3.51563
H 2.14186 1.37137 -1.79722
H 2.17630 0.32614 -0.32061
H 1.62542 -0.88138 -2.96688
H 0.03155 -1.48222 -2.83683
H -0.74319 -1.11931 2.24370
H -0.21453 0.52048 2.07596
*
```

=====

Molecular formula: C5H5FN2
Method: DFT, ωB97M-V/def2-TZVPD

Its gap between HOMO and LUMO (spin up / spin down) is 7.18 / 7.21 eV. The LUMO energy (spin up / spin down) comes out at -0.69 / -0.69 eV. The HOMO energy (spin up / spin down) comes out at -7.87 / -7.90 eV.

ORCA input file:
```
! RIJCOSX wB97M-V def2-TZVPD def2/J DEFGRID3
* xyz 0 1
C -0.31246 -1.45954 0.70334
C 0.90376 0.08025 1.69446
C -0.11568 -0.30014 -0.14327
C -0.66497 2.46955 -2.61200
C -0.49745 -0.13382 -1.45095
N 0.56440 0.59863 0.59051
N 0.34268 -1.23300 1.80848
F -0.87597 -1.30961 -2.05311
H -0.87194 -2.31666 0.63825
H 1.53168 0.50313 2.52376
H 0.38143 2.34026 -2.99051
H -0.69032 2.39632 -1.45102
H 0.30485 -1.63538 2.74206
*
```

=====

Which ΔE to the lowest compared entry with this formula, charge and spin belongs to each record? In order, 205.5 0.0 169.7 719.6 kJ/mol.